# 1
Density functional theory data (ωB97M-V/def2-TZVPD) for C5H8EuFO4 as an isolated structure in a non-equilibrium geometry.

Geometry as XYZ:
```
19
Properties=species:S:1:pos:R:3:forces:R:3
Eu 1.0590 2.4724 -2.3351 -1.20 -2.42 1.54
F -1.8396 1.7621 3.0925 0.32 -0.20 -0.36
O -1.7449 0.6683 0.2114 0.92 0.07 -0.62
O -0.3442 1.8699 1.4208 1.05 -0.11 -1.06
O 0.7302 0.2552 -1.4166 0.47 2.71 -1.06
O -0.8780 2.5415 -0.6559 1.95 -0.92 -0.67
C -0.8305 1.6343 0.1787 -3.40 1.73 1.11
C -1.6779 0.0056 1.4740 0.27 -0.38 0.25
C 1.4483 -2.0043 -2.0160 0.05 -0.13 -0.17
C 1.3663 -0.8989 -0.9741 0.14 -0.35 0.67
C -0.9549 1.0216 2.3497 -0.22 -0.45 0.66
H 0.4659 -2.1989 -2.4710 0.27 0.13 0.14
H -2.6902 -0.2068 1.8288 0.26 0.05 -0.14
H 1.8008 -2.9421 -1.5609 -0.07 0.28 -0.10
H 0.8131 -1.2790 -0.0901 0.14 -0.05 -0.23
H -1.0803 -0.9058 1.3493 -0.28 0.13 0.13
H 2.3853 -0.6765 -0.6001 -0.18 -0.11 -0.11
H -0.1922 0.6165 3.0223 -0.24 0.10 -0.10
H 2.1637 -1.7352 -2.8076 -0.25 -0.06 0.11
```
Positions in Å, forces in eV/Å.

Computed properties:
Total charge: +1
Total energy, Eh: -1306.23137
Orbital gap (spin up / spin down), eV: 7.17 / 7.35
2S+1: 8


# 2
Density functional theory data (ωB97M-V/def2-TZVPD) for an isolated ion of composition C5H7N2S and charge +1 in a non-equilibrium geometry.

Geometry as XYZ:
```
15
Properties=species:S:1:pos:R:3:forces:R:3
S 2.7562 0.3774 -1.7199 -0.37 -0.33 0.40
N 1.1897 -0.9846 0.1422 -0.40 -0.24 0.28
N -0.9411 -0.2599 -0.6766 -1.43 1.74 0.67
C 1.8885 -0.3615 -0.7091 0.22 -0.19 0.32
C -0.3337 -1.2900 -0.0889 1.43 -4.34 0.96
C -1.1045 1.0436 -2.7584 -0.67 -1.86 -1.28
C -0.7701 0.3534 -1.7035 -2.09 -0.65 -1.02
C 1.5821 -1.2288 1.5680 -2.45 2.20 0.47
H -0.4948 -2.2709 -0.7085 0.79 1.59 0.88
H 1.0071 -0.4860 2.2719 1.14 -1.36 -1.51
H 1.3295 -2.2180 1.8105 -0.69 -1.34 0.21
H -1.7481 0.6451 -3.6372 1.37 0.73 1.83
H -0.5246 1.8947 -2.7886 0.69 2.28 -0.87
H 2.5982 -1.1720 1.7025 2.43 0.61 0.12
H -0.6354 -1.6140 0.9696 0.03 1.16 -1.48
```
Positions in Å, forces in eV/Å.

Computed properties:
Total charge: +1
Total energy, Eh: -702.02130
Orbital gap, eV: 6.93


# 3
Density functional theory data (ωB97M-V/def2-TZVPD) for one molecule with the formula C5H10O2 in a non-equilibrium geometry.

Geometry as XYZ:
```
17
Properties=species:S:1:pos:R:3:forces:R:3
O 1.4341 1.6028 0.5631 -1.32 2.56 1.05
O -2.5587 -0.2906 0.5943 0.13 1.97 0.93
C 1.3142 -1.7218 -0.1543 -0.25 -3.84 0.19
C 0.5287 -0.6360 0.3673 -4.30 2.32 0.04
C 0.6711 0.7723 -0.2814 0.06 -1.36 0.78
C -0.8177 1.1995 -0.3683 2.40 -4.00 -3.81
C -1.5477 -0.1517 -0.3304 3.34 -0.59 2.28
H 0.2773 -0.5795 1.4693 0.71 -0.04 -1.27
H 1.2359 -1.8537 -1.2552 0.35 0.33 0.61
H -2.5355 0.5222 1.2176 -0.07 -2.14 -1.55
H -0.8068 1.6919 -1.2954 -1.25 1.26 -1.23
H 2.3302 -1.6512 0.1956 0.90 0.25 -0.35
H 1.0345 -2.7775 0.2826 0.08 1.91 -0.71
H -1.0458 1.7814 0.4059 -1.23 2.46 3.16
H -1.5004 -0.9387 -1.0675 -0.57 0.55 -0.46
H 0.7597 2.2694 0.9318 2.01 -1.38 -0.59
H 1.2268 0.7612 -1.2751 -0.99 -0.27 0.94
```
Positions in Å, forces in eV/Å.

Computed properties:
Total charge: 0
Total energy, Eh: -346.83672
Orbital gap, eV: 7.74


# 4
Density functional theory data (ωB97M-V/def2-TZVPD) for a 2-piece molecular cluster, C2H6NO overall.

Geometry as XYZ:
```
10
Properties=species:S:1:pos:R:3:forces:R:3
O 1.9065 1.0894 0.9569 0.32 0.41 0.10
N -0.6089 0.1856 -0.5656 0.05 -0.03 -0.18
C -1.1895 0.1828 0.6068 -0.51 0.14 0.37
C -0.1498 -0.8758 -1.2013 0.22 -0.10 -0.09
H -1.3873 -0.7350 1.1696 0.03 -0.15 0.00
H -1.6594 1.0900 0.9811 0.15 0.05 -0.06
H -0.3139 -1.9173 -0.8766 0.01 0.28 0.14
H 0.3260 -0.7152 -2.1583 0.04 -0.08 -0.19
H 1.0000 1.3458 0.7203 -0.05 -0.42 0.04
H 2.0764 0.3496 0.3671 -0.26 -0.12 -0.12
```
Positions in Å, forces in eV/Å.

Computed properties:
Total charge: -1
Total energy, Eh: -209.74794
Orbital gap, eV: 6.13


# 5
Density functional theory data (ωB97M-V/def2-TZVPD) for one molecule with the formula C4H10O2 in a non-equilibrium geometry.

Geometry as XYZ:
```
16
Properties=species:S:1:pos:R:3:forces:R:3
O -1.0957 1.5192 -2.1060 -0.11 0.02 0.04
O 0.7609 -1.0536 2.3638 -0.27 0.07 -0.28
C 1.2034 -0.5120 1.1093 -0.46 -0.06 0.56
C -0.8069 -0.2778 -0.4948 -0.22 0.34 0.95
C 0.4409 -1.0520 -0.0839 0.19 0.03 -1.04
C -0.5423 1.1897 -0.8273 -0.05 0.15 -0.44
H 1.1039 0.5829 1.1499 0.30 -0.12 -0.07
H -0.9594 1.8491 -0.0627 0.07 -0.01 0.01
H 2.2538 -0.7883 1.0217 -0.03 0.13 0.14
H -1.6982 2.2619 -2.0183 0.08 -0.04 0.02
H -1.5194 -0.2952 0.3319 -0.18 -0.13 0.14
H -1.3390 -0.7355 -1.3209 0.20 -0.13 -0.28
H 1.1327 -1.0047 -0.9382 -0.10 -0.17 0.06
H -0.2056 -0.9889 2.3906 0.34 0.00 0.03
H 0.1791 -2.1006 0.0627 0.20 -0.07 0.12
H 0.5315 1.3838 -0.8805 0.06 0.00 0.03
```
Positions in Å, forces in eV/Å.

Computed properties:
Total charge: 0
Total energy, Eh: -308.85626
Orbital gap, eV: 11.05
SMILES: OCCCCO


# 6
Density functional theory data (ωB97M-V/def2-TZVPD) for a 2-piece molecular cluster, C5H12O4 overall in a non-equilibrium geometry.

Geometry as XYZ:
```
21
Properties=species:S:1:pos:R:3:forces:R:3
O 0.3088 1.2474 1.3571 -1.13 0.93 -1.37
O -0.3879 1.6517 -1.0846 -0.12 -0.79 -0.51
O 0.8247 -0.5839 -0.0264 0.60 0.57 1.40
O 2.4420 0.5365 1.1344 0.56 -0.35 0.02
C 0.8231 -0.8263 2.3816 0.24 0.30 -0.31
C -0.8549 0.5428 -1.3562 -0.97 1.42 -0.54
C -1.9997 -0.0383 -0.5716 0.48 -0.15 0.40
C -0.5614 -0.1252 -2.6683 0.54 -0.06 0.20
C 1.0999 0.1559 1.2507 -0.25 -1.01 -1.23
H -0.2083 -1.1619 2.3107 -0.02 0.00 0.03
H -0.2368 -1.1456 -2.4762 -0.04 -0.17 -0.03
H 1.5053 -0.2860 -0.6456 0.07 -0.02 0.18
H 2.8209 0.7124 2.0061 -0.25 0.01 -0.18
H 0.9718 -0.3227 3.3350 -0.04 0.01 0.08
H 1.4944 -1.6784 2.2990 -0.01 0.00 0.01
H -2.9308 0.2123 -1.0805 0.00 0.04 -0.09
H -1.4638 -0.1679 -3.2747 -0.11 0.01 0.01
H 0.2216 0.4013 -3.2081 -0.03 0.09 0.00
H -2.0114 0.3765 0.4345 -0.04 0.00 -0.04
H 0.0490 1.6201 0.4052 0.61 -0.75 1.98
H -1.9065 -1.1206 -0.5220 -0.09 -0.07 0.00
```
Positions in Å, forces in eV/Å.

Computed properties:
Total charge: 0
Total energy, Eh: -498.67242
Orbital gap, eV: 10.82
SMILES: CC(O)(O)O.CC(C)=O


# 7
Density functional theory data (ωB97M-V/def2-TZVPD) for C45H38N4NiO2PS as an isolated structure.

Geometry as XYZ:
```
92
Properties=species:S:1:pos:R:3:forces:R:3
Ni 0.3096 -0.4959 0.2595 -0.09 -0.11 0.08
S -0.1946 1.7530 -0.1579 -0.07 0.03 -0.10
P -1.2538 -0.7231 1.7140 0.04 -0.04 -0.12
O 1.6789 -0.5106 -1.0689 0.43 0.11 0.16
O 2.3047 -2.6548 -0.8553 0.20 0.03 0.27
N 1.3812 0.3269 1.6809 -0.05 -0.20 0.13
N -0.0169 3.5624 1.7278 -0.12 0.10 0.08
N 0.8174 1.4311 2.3431 -0.17 0.09 -0.02
N 0.4134 3.9423 3.0289 0.07 0.02 -0.04
C 4.4784 4.5800 3.8980 0.02 0.00 0.02
C 4.0805 -1.8532 4.0413 0.04 -0.03 0.01
C 0.2198 2.3355 1.4274 0.12 -0.10 -0.11
C -4.5121 1.0425 0.0213 0.00 0.00 -0.01
C 7.1670 -0.2647 -4.4500 0.05 0.02 -0.03
C -3.5230 0.6356 2.5800 0.01 0.02 0.00
C 3.8475 -1.7414 -3.3340 -0.06 -0.01 0.02
C 0.4759 1.3119 4.8195 0.04 0.01 0.08
C 3.9274 -0.4860 4.2356 0.00 -0.01 0.01
C -0.1472 1.0765 3.4871 0.07 0.09 -0.08
C 2.4516 -1.7480 2.2635 0.03 0.02 -0.04
C 5.9462 -0.5658 -3.6236 -0.01 0.00 0.02
C -0.5149 -1.2640 4.3258 -0.03 0.03 -0.09
C -3.0586 -4.4483 1.8103 -0.01 -0.04 -0.02
C 0.5431 0.3623 5.7878 0.03 0.06 -0.02
C -5.2414 1.4687 1.1247 -0.01 0.01 -0.01
C 4.6641 -0.2802 -1.5785 -0.01 -0.06 -0.08
C -0.6810 -0.3225 3.3477 0.00 -0.13 0.03
C -0.7403 -1.9062 -0.6488 -0.07 0.05 0.02
C 2.1459 4.8180 4.4391 -0.03 -0.01 -0.02
C 2.7870 3.7351 2.3904 -0.09 0.02 0.03
C -2.5779 -3.2180 2.3087 0.00 0.02 0.02
C -1.5259 -2.7897 0.1556 0.06 0.05 -0.05
C -0.5643 -2.2463 -1.9647 -0.08 0.04 0.03
C 0.0701 -0.9440 5.5600 0.02 -0.01 0.04
C 3.6976 -1.1589 -2.0742 0.08 0.06 0.17
C 3.3443 -2.4685 3.0341 0.02 -0.01 0.01
C -2.0606 -3.9933 -0.3554 -0.01 -0.06 -0.03
C 1.7800 4.1713 3.2531 0.04 0.00 0.00
C 2.2668 -0.3706 2.4738 0.05 0.07 -0.13
C 2.7979 -2.6782 -3.8700 0.00 -0.02 -0.05
C 4.5379 0.3403 -0.2149 0.00 0.00 0.02
C 5.7793 -0.0059 -2.3656 0.00 0.01 -0.02
C -2.8123 -4.8193 0.5163 0.00 0.01 0.02
C 2.4838 -1.5007 -1.2353 -0.36 -0.13 -0.43
C 3.0435 0.2509 3.4687 -0.04 0.03 0.03
C -3.2865 0.4235 0.1931 0.00 0.00 -0.02
C -1.1071 -3.4397 -2.4944 0.01 0.03 0.00
C 4.1173 3.9402 2.7218 0.04 0.01 -0.03
C -4.7464 1.2682 2.4031 -0.01 0.01 0.01
C -2.7904 0.2147 1.4761 0.00 0.00 0.08
C -1.8123 -2.4269 1.4984 0.01 0.02 0.01
C 4.9657 -1.4291 -4.0960 -0.01 -0.01 0.01
C 3.4771 5.0215 4.7536 0.02 0.02 0.03
C -1.8233 -4.3045 -1.7144 -0.01 -0.01 0.01
H 1.0180 0.5982 6.7322 0.00 0.01 0.00
H 0.1858 -1.7100 6.3142 0.00 0.00 0.00
H 2.5339 3.2290 1.4709 -0.02 -0.01 -0.02
H 2.9499 1.3190 3.6130 0.00 -0.03 0.02
H 5.0721 -1.8721 -5.0819 0.01 0.00 -0.01
H 3.7328 5.5219 5.6800 0.01 0.00 0.00
H 4.7739 -2.4240 4.6461 0.00 0.00 0.00
H -5.3080 1.6046 3.2655 0.00 0.00 0.00
H 6.9071 -0.1006 -5.4973 0.00 0.00 0.00
H -4.8922 1.2079 -0.9785 0.00 0.00 0.00
H 1.3690 5.1480 5.1210 -0.01 0.00 0.00
H -0.9300 -3.6805 -3.5365 0.01 0.00 0.00
H -2.7018 0.1127 -0.6629 0.01 0.00 0.00
H 2.6172 -3.4953 -3.1731 0.00 -0.01 0.00
H 4.6847 -0.4091 0.5674 -0.01 -0.01 0.02
H 5.5209 4.7263 4.1481 0.01 0.00 0.00
H 5.2890 1.1208 -0.0824 -0.01 -0.01 0.03
H -3.2022 -5.7571 0.1363 0.00 0.00 0.00
H 3.0997 -3.0850 -4.8358 0.00 0.01 -0.01
H 3.4636 -3.5284 2.8433 0.00 -0.01 -0.01
H 7.8804 -1.0922 -4.4168 0.00 0.00 0.00
H 0.8833 2.3019 4.9801 0.00 -0.04 -0.01
H -3.6437 -5.0912 2.4557 0.00 0.00 0.00
H -0.8282 -2.2849 4.1461 -0.01 0.00 -0.01
H -0.1318 4.7495 3.2897 0.00 0.02 0.03
H -3.1355 0.4748 3.5797 0.00 -0.01 -0.01
H 1.9139 -2.2486 1.4657 -0.05 -0.02 -0.02
H -6.1936 1.9651 0.9848 0.00 0.00 0.00
H -2.8381 -2.9072 3.3130 0.00 0.01 0.00
H 3.5462 0.7639 -0.0615 -0.05 0.03 0.00
H -0.9609 1.8054 3.3601 0.00 -0.04 0.06
H 4.5125 0.0215 4.9947 0.01 0.00 0.01
H 6.5329 0.6751 -1.9820 0.01 0.00 0.00
H 7.6781 0.6266 -4.0851 0.00 0.00 0.00
H 1.8456 -2.1583 -4.0029 0.01 0.00 0.00
H 0.0340 -1.6085 -2.6034 -0.02 -0.01 0.00
H 4.8819 3.5805 2.0444 0.01 0.00 0.00
H -2.2182 -5.2273 -2.1238 0.00 0.00 0.00
```
Positions in Å, forces in eV/Å.

Computed properties:
Total charge: -1
Total energy, Eh: -4354.97165
Orbital gap (spin up / spin down), eV: 6.21 / 5.28
2S+1: 3


What did we get for energy above the lowest of the compared OMol25 structures with the same formula, charge and spin? Answer: 0.00, 94.73, 118.42, 18.56, 26.29, 13.32, 0.00 kcal/mol, in the order shown.